1.
{
  "formula": "C27H54I3N3O3",
  "method": "the ωB97M-V functional and the def2-TZVPD basis",
  "symbols": ["C", "C", "C", "I", "C", "O", "C", "C", "N", "C", "I", "C", "C", "I", "H", "H", "H", "H", "H", "H", "H", "H", "H", "H", "H", "H", "H", "H", "H", "H", "H", "H", "C", "C", "C", "C", "C", "C", "N", "O", "C", "C", "C", "H", "H", "H", "H", "H", "H", "H", "H", "H", "H", "H", "H", "H", "H", "H", "H", "H", "H", "C", "C", "C", "C", "C", "C", "N", "O", "C", "C", "C", "H", "H", "H", "H", "H", "H", "H", "H", "H", "H", "H", "H", "H", "H", "H", "H", "H", "H"],
  "positions_angstrom": [[3.962, 2.427, -2.183], [4.025, 3.464, -3.320], [3.769, 2.883, -4.723], [5.526, 3.157, -5.980], [2.604, 3.507, -5.483], [1.370, 2.928, -5.109], [0.812, 3.343, -3.879], [0.350, 4.805, -3.969], [1.374, 5.722, -3.426], [-0.312, 2.341, -3.559], [0.549, 0.381, -3.488], [-1.145, 2.635, -2.320], [-2.235, 1.591, -2.020], [0.068, 2.983, -0.571], [3.281, 2.741, -1.392], [3.598, 1.463, -2.540], [4.943, 2.254, -1.743], [3.285, 4.246, -3.139], [4.993, 3.955, -3.295], [3.648, 1.804, -4.692], [2.699, 3.327, -6.552], [2.622, 4.589, -5.325], [1.549, 3.281, -3.073], [-0.585, 4.949, -3.437], [0.179, 5.024, -5.023], [1.004, 6.237, -2.640], [1.624, 6.416, -4.116], [-1.007, 2.319, -4.401], [-1.640, 3.589, -2.478], [-3.204, 2.088, -1.960], [-2.078, 1.081, -1.075], [-2.290, 0.851, -2.816], [2.554, 1.109, 5.207], [1.189, 0.732, 5.796], [1.109, -0.770, 6.081], [1.013, -1.615, 4.812], [-0.164, -1.166, 3.948], [-0.137, 0.326, 3.611], [0.061, 1.102, 4.882], [-1.034, 1.334, 5.507], [0.953, 0.642, 2.574], [-1.469, 0.749, 3.007], [1.025, 1.520, 7.089], [3.320, 0.941, 5.965], [2.839, 0.529, 4.337], [2.574, 2.166, 4.936], [0.227, -0.959, 6.701], [1.982, -1.055, 6.672], [1.947, -1.563, 4.246], [0.883, -2.664, 5.085], [-0.190, -1.725, 3.011], [-1.097, -1.388, 4.475], [1.142, 1.717, 2.545], [0.613, 0.338, 1.584], [1.896, 0.131, 2.748], [-2.306, 0.491, 3.650], [-1.594, 0.238, 2.054], [-1.490, 1.826, 2.833], [0.994, 2.591, 6.888], [1.880, 1.312, 7.733], [0.117, 1.247, 7.619], [-3.371, -4.909, 0.481], [-3.260, -3.554, -0.229], [-3.771, -3.641, -1.669], [-2.837, -4.421, -2.592], [-1.425, -3.837, -2.556], [-0.845, -3.740, -1.142], [-1.848, -3.054, -0.260], [-1.774, -1.773, -0.316], [-0.460, -5.129, -0.610], [0.412, -2.883, -1.153], [-4.094, -2.559, 0.566], [-4.426, -5.160, 0.590], [-2.905, -5.731, -0.053], [-2.932, -4.854, 1.478], [-3.886, -2.624, -2.058], [-4.766, -4.091, -1.654], [-2.823, -5.479, -2.317], [-3.219, -4.379, -3.613], [-0.745, -4.438, -3.163], [-1.443, -2.834, -2.995], [-0.311, -5.102, 0.470], [0.478, -5.436, -1.071], [-1.187, -5.904, -0.838], [0.212, -1.905, -1.576], [1.177, -3.381, -1.751], [0.803, -2.742, -0.146], [-3.685, -2.422, 1.568], [-5.108, -2.950, 0.656], [-4.139, -1.587, 0.082]],
  "forces_ev_per_a": [[-0.02, -0.10, -0.12], [-0.06, -0.09, 0.13], [0.37, 0.20, -0.04], [-0.08, -0.06, 0.07], [0.19, -0.01, 0.02], [-0.17, -0.11, -0.17], [-0.19, -0.11, 0.33], [0.32, 0.13, 0.14], [-0.28, 0.04, -0.12], [0.18, 0.40, -0.13], [0.01, -0.11, 0.01], [-0.16, -0.24, -0.01], [-0.11, 0.30, -0.04], [-0.02, 0.07, 0.01], [0.06, 0.04, 0.04], [-0.04, -0.02, -0.01], [0.03, 0.01, 0.04], [0.13, 0.05, -0.07], [0.02, 0.08, -0.01], [-0.04, -0.06, -0.06], [-0.05, -0.10, 0.01], [-0.06, 0.03, -0.02], [-0.09, -0.04, -0.02], [-0.17, 0.03, -0.01], [-0.17, -0.04, -0.02], [0.04, -0.05, 0.15], [0.08, 0.05, -0.06], [0.02, -0.13, -0.06], [0.13, 0.11, 0.03], [0.01, 0.00, 0.03], [0.10, -0.21, -0.05], [0.03, -0.08, 0.01], [-0.05, 0.01, -0.05], [0.35, 0.24, -0.06], [-0.07, -0.19, -0.06], [-0.01, 0.08, 0.00], [0.04, -0.17, 0.13], [0.18, 0.19, -0.39], [-0.33, -0.57, 0.31], [0.09, 0.25, -0.09], [0.05, 0.04, 0.06], [-0.15, -0.01, -0.02], [-0.03, -0.01, 0.14], [-0.02, 0.02, 0.05], [-0.01, -0.01, 0.03], [-0.01, 0.01, -0.02], [-0.03, 0.06, -0.02], [0.01, -0.02, 0.01], [0.00, 0.03, -0.01], [0.01, -0.01, -0.01], [-0.01, -0.04, -0.08], [0.00, 0.07, 0.03], [0.03, 0.00, -0.01], [-0.11, -0.02, 0.02], [-0.03, -0.01, 0.04], [0.03, 0.04, 0.05], [0.02, -0.04, -0.09], [0.01, -0.01, -0.01], [0.00, 0.01, -0.01], [0.03, 0.00, 0.00], [-0.02, 0.01, -0.04], [0.08, 0.01, -0.01], [-0.09, -0.26, 0.33], [0.04, -0.02, -0.21], [0.03, 0.02, 0.08], [-0.16, 0.01, -0.15], [0.27, -0.29, 0.21], [-0.21, 0.41, -0.60], [0.10, -0.10, 0.30], [-0.08, 0.04, 0.07], [0.09, 0.05, -0.05], [-0.10, 0.08, 0.00], [-0.03, 0.05, 0.02], [-0.03, 0.03, -0.01], [0.02, 0.00, 0.01], [0.04, 0.03, 0.05], [-0.02, -0.01, -0.01], [0.01, 0.00, 0.02], [0.00, -0.02, -0.01], [0.01, -0.01, -0.03], [0.01, 0.03, 0.07], [0.00, 0.00, 0.00], [0.03, 0.06, -0.02], [0.00, 0.02, -0.01], [0.03, 0.04, 0.02], [-0.01, -0.04, -0.03], [-0.01, -0.02, 0.05], [0.01, 0.00, 0.01], [-0.02, -0.03, 0.01], [0.04, -0.01, 0.00]],
  "total_energy_ha": -2344.11346,
  "homo_energy_ev": [-7.866, -9.069],
  "s_squared": 2.01,
  "charge": 0,
  "orbital_gap_ev": [8.25, 9.44],
  "multiplicity": 3
}

***

2.
{
  "formula": "C3H4NO3S",
  "method": "the ωB97M-V functional and the def2-TZVPD basis",
  "symbols": ["C", "C", "C", "N", "O", "O", "O", "S", "H", "H", "H", "H"],
  "positions_angstrom": [[-0.641, 0.368, -1.176], [0.570, 1.244, 1.045], [0.400, 0.117, -0.037], [-0.095, -1.248, 0.776], [-0.777, 1.453, -1.685], [-1.197, -0.690, -1.645], [-1.178, -3.379, 0.156], [-0.345, -2.280, -0.387], [0.817, 2.109, 0.373], [1.500, 0.902, 1.663], [-0.410, 1.274, 1.502], [1.357, 0.129, -0.585]],
  "forces_ev_per_a": [[0.02, -1.89, -0.12], [1.52, -1.63, -2.12], [-1.06, -1.17, 1.85], [1.32, 1.72, -3.22], [0.19, 2.27, -0.05], [-0.01, -0.38, 0.66], [0.39, 0.71, -0.78], [-0.16, 0.07, 2.19], [-0.35, -0.25, 1.22], [-2.05, 0.96, -0.64], [0.26, 0.56, 0.79], [-0.06, -0.98, 0.21]],
  "total_energy_ha": -795.39605,
  "homo_energy_ev": -4.577,
  "charge": -1,
  "orbital_gap_ev": 8.34,
  "e_above_lowest_kj_mol": 146.5
}

***

3.
{
  "formula": "C5H10O2",
  "method": "the ωB97M-V functional and the def2-TZVPD basis",
  "symbols": ["O", "C", "C", "C", "C", "C", "O", "H", "H", "H", "H", "H", "H", "H", "H", "H", "H"],
  "positions_angstrom": [[2.236, -0.026, -2.146], [1.623, -0.910, 0.693], [0.458, -0.299, 0.488], [-0.936, -0.887, 0.515], [-1.803, 0.244, -0.050], [-0.967, 1.478, 0.284], [0.394, 1.040, 0.215], [2.205, 0.740, -1.559], [2.553, -0.351, 0.697], [1.665, -1.980, 0.861], [1.754, -0.683, -1.629], [-1.211, -1.122, 1.549], [-0.998, -1.813, -0.063], [-2.799, 0.283, 0.397], [-1.914, 0.144, -1.134], [-1.170, 1.840, 1.301], [-1.089, 2.305, -0.418]],
  "forces_ev_per_a": [[-0.05, 0.11, -0.02], [-0.09, 0.03, 0.07], [0.12, -0.22, 0.13], [-0.01, -0.08, 0.02], [-0.04, 0.03, -0.04], [-0.21, 0.09, 0.00], [0.07, -0.06, 0.06], [0.00, 0.02, -0.16], [-0.13, -0.09, -0.01], [-0.08, 0.15, 0.01], [0.12, -0.03, -0.07], [0.02, 0.05, -0.12], [0.03, 0.15, 0.10], [0.15, 0.01, -0.08], [0.04, 0.02, 0.14], [0.02, -0.05, -0.13], [0.03, -0.12, 0.09]],
  "total_energy_ha": -346.96638,
  "homo_energy_ev": -8.944,
  "smiles": "C=C1CCCO1.O",
  "charge": 0,
  "orbital_gap_ev": 9.81,
  "e_above_lowest_kj_mol": 155.0
}

***

4.
{
  "formula": "C6H10BrN4S",
  "method": "the ωB97M-V functional and the def2-TZVPD basis",
  "symbols": ["C", "C", "C", "C", "C", "C", "N", "N", "N", "N", "S", "Br", "H", "H", "H", "H", "H", "H", "H", "H", "H", "H"],
  "positions_angstrom": [[0.577, 1.088, 1.727], [-0.054, 2.279, 2.068], [-0.901, 0.355, -2.478], [-0.746, -1.141, -2.597], [-0.739, -0.417, -0.179], [2.617, 0.108, 2.919], [0.341, 2.733, 3.252], [1.292, 2.012, 3.666], [1.560, 1.059, 2.747], [-1.384, 0.494, -1.123], [-0.291, -1.780, -0.981], [-1.398, 3.120, 1.100], [0.092, 0.837, -2.346], [-1.436, 1.085, -3.136], [-1.745, -1.513, -2.902], [0.005, -1.140, -3.351], [1.059, 0.222, 1.028], [2.616, -0.234, 4.017], [2.442, -0.917, 2.462], [3.551, 0.597, 2.550], [-1.305, 1.458, -0.545], [-2.335, 0.224, -1.142]],
  "forces_ev_per_a": [[5.41, -1.26, 0.86], [-0.78, -1.77, -1.64], [2.22, 2.46, 0.87], [-1.65, 0.86, -1.97], [-0.90, -1.51, 0.60], [0.77, -1.67, 1.57], [-0.61, 0.84, -0.29], [2.12, -1.38, 0.48], [-3.21, 0.69, -0.08], [0.54, 2.60, 3.02], [0.22, 0.90, -0.28], [-0.42, 0.12, -0.33], [-0.12, -0.49, -0.78], [-0.04, -1.53, 0.00], [0.85, -0.55, -0.17], [0.53, -1.54, -0.74], [-2.49, 2.86, 0.93], [0.55, 1.16, -1.44], [-0.08, 1.61, -0.25], [-0.48, -0.88, 0.64], [-0.50, -1.36, -1.68], [-1.92, -0.15, 0.67]],
  "total_energy_ha": -3425.37732,
  "homo_energy_ev": -12.433,
  "charge": 1,
  "orbital_gap_ev": 7.31,
  "e_above_lowest_kj_mol": 310.7
}

***

Repeat the third record exactly.
{
  "formula": "C5H10O2",
  "method": "the ωB97M-V functional and the def2-TZVPD basis",
  "symbols": ["O", "C", "C", "C", "C", "C", "O", "H", "H", "H", "H", "H", "H", "H", "H", "H", "H"],
  "positions_angstrom": [[2.236, -0.026, -2.146], [1.623, -0.910, 0.693], [0.458, -0.299, 0.488], [-0.936, -0.887, 0.515], [-1.803, 0.244, -0.050], [-0.967, 1.478, 0.284], [0.394, 1.040, 0.215], [2.205, 0.740, -1.559], [2.553, -0.351, 0.697], [1.665, -1.980, 0.861], [1.754, -0.683, -1.629], [-1.211, -1.122, 1.549], [-0.998, -1.813, -0.063], [-2.799, 0.283, 0.397], [-1.914, 0.144, -1.134], [-1.170, 1.840, 1.301], [-1.089, 2.305, -0.418]],
  "forces_ev_per_a": [[-0.05, 0.11, -0.02], [-0.09, 0.03, 0.07], [0.12, -0.22, 0.13], [-0.01, -0.08, 0.02], [-0.04, 0.03, -0.04], [-0.21, 0.09, 0.00], [0.07, -0.06, 0.06], [0.00, 0.02, -0.16], [-0.13, -0.09, -0.01], [-0.08, 0.15, 0.01], [0.12, -0.03, -0.07], [0.02, 0.05, -0.12], [0.03, 0.15, 0.10], [0.15, 0.01, -0.08], [0.04, 0.02, 0.14], [0.02, -0.05, -0.13], [0.03, -0.12, 0.09]],
  "total_energy_ha": -346.96638,
  "homo_energy_ev": -8.944,
  "smiles": "C=C1CCCO1.O",
  "charge": 0,
  "orbital_gap_ev": 9.81,
  "e_above_lowest_kj_mol": 155.0
}